{
  "formula": "C44H104F6N4O4P3",
  "method": "ωB97M-V/def2-TZVPD",
  "charge": 5,
  "orbital_gap_ev": 8.5,
  "e_tot_ev": -105594.9216,
  "lumo_ev": -8.124,
  "de_lowest_kj_mol": 0.00,
  "elements": ["C", "C", "C", "C", "P", "C", "C", "C", "C", "C", "C", "C", "C", "C", "C", "C", "C", "H", "H", "H", "H", "H", "H", "H", "H", "H", "H", "H", "H", "H", "H", "H", "H", "H", "H", "H", "H", "H", "H", "H", "H", "H", "H", "H", "H", "H", "H", "H", "H", "H", "H", "H", "H", "C", "C", "C", "C", "P", "C", "C", "C", "C", "C", "C", "C", "C", "C", "C", "C", "C", "H", "H", "H", "H", "H", "H", "H", "H", "H", "H", "H", "H", "H", "H", "H", "H", "H", "H", "H", "H", "H", "H", "H", "H", "H", "H", "H", "H", "H", "H", "H", "H", "H", "H", "H", "H", "C", "C", "O", "N", "H", "H", "C", "H", "H", "H", "H", "H", "H", "C", "C", "O", "N", "H", "H", "C", "H", "H", "H", "H", "H", "H", "C", "C", "O", "N", "H", "H", "C", "H", "H", "H", "H", "H", "H", "C", "C", "O", "N", "H", "H", "C", "H", "H", "H", "H", "H", "H", "P", "F", "F", "F", "F", "F", "F"],
  "positions_angstrom": [[2.3263, 2.7431, 10.5713], [1.0357, 2.6061, 11.3292], [1.1830, 2.1043, 12.7312], [1.6332, 0.6363, 12.7235], [1.8505, -0.0775, 14.4042], [3.5758, 0.0122, 14.7564], [4.1796, 1.4460, 14.7140], [4.9685, 1.8594, 13.5163], [6.2296, 1.1439, 13.3282], [1.1461, -1.7284, 14.4268], [1.4482, -2.4985, 13.0738], [1.1050, -3.9892, 13.0685], [-0.3729, -4.2767, 13.3434], [0.9986, 0.7071, 15.6901], [0.8523, -0.0161, 17.0724], [-0.3147, 0.6242, 18.0498], [-0.2313, 0.0424, 19.5153], [2.1578, 3.0908, 9.5521], [3.0688, 1.9462, 10.6135], [2.8157, 3.6065, 11.0221], [0.2202, 2.1916, 10.7366], [0.7358, 3.6539, 11.3423], [0.2822, 2.2912, 13.3157], [1.8005, 2.7893, 13.3123], [2.5781, 0.6366, 12.1801], [0.8974, 0.1521, 12.0814], [4.1813, -0.6333, 14.1202], [3.7162, -0.4368, 15.7396], [4.8584, 1.4477, 15.5669], [3.4077, 2.1621, 14.9957], [5.0756, 2.9437, 13.4874], [4.3224, 1.5856, 12.6823], [6.5331, 1.3296, 12.2979], [6.0871, 0.0647, 13.2725], [6.9933, 1.2409, 14.0999], [0.0763, -1.7087, 14.6350], [1.6787, -2.1051, 15.3001], [2.5202, -2.4674, 12.8792], [0.9028, -2.0266, 12.2565], [1.7358, -4.6412, 13.6728], [1.2273, -4.3561, 12.0494], [-0.6300, -4.4332, 14.3911], [-0.6428, -5.2707, 12.9866], [-1.0711, -3.6480, 12.7908], [-0.0594, 0.7885, 15.4408], [1.4519, 1.6974, 15.7338], [1.7527, -0.1368, 17.6748], [0.4278, -1.0189, 17.0239], [-1.1687, 0.3321, 17.4388], [-0.0163, 1.6710, 17.9935], [-0.0636, -1.0319, 19.4400], [-1.1504, 0.1377, 20.0934], [0.6283, 0.3998, 20.0823], [19.1172, 6.1043, -2.5545], [19.6555, 6.9454, -1.4106], [21.0007, 7.6430, -1.7071], [21.8328, 8.1881, -0.4719], [21.5459, 9.8196, 0.1473], [23.0712, 10.3317, 1.0600], [23.5390, 11.8428, 1.1005], [23.7581, 12.2859, 2.5646], [23.4895, 13.7214, 2.9152], [21.7047, 11.1367, -1.3156], [22.8491, 10.8629, -2.3869], [22.8409, 12.0161, -3.4542], [24.2389, 11.9458, -4.1972], [20.1134, 10.0972, 1.2401], [19.8744, 11.5526, 1.5166], [18.3975, 12.0105, 1.9165], [17.7335, 11.2193, 3.1802], [19.3191, 6.5802, -3.5142], [18.0756, 5.8384, -2.3747], [19.5249, 5.0946, -2.6046], [19.9416, 6.3329, -0.5555], [18.9817, 7.7449, -1.1026], [20.8024, 8.3976, -2.4683], [21.6023, 7.0074, -2.3569], [22.8412, 8.1356, -0.8824], [21.8876, 7.4912, 0.3643], [23.6922, 9.7365, 0.3905], [23.0425, 9.7583, 1.9866], [22.9245, 12.5691, 0.5686], [24.4779, 11.8751, 0.5476], [24.7500, 11.9168, 2.8253], [23.0614, 11.7022, 3.1663], [24.1470, 14.2774, 2.2469], [23.8642, 13.8656, 3.9286], [22.4283, 13.9626, 2.8543], [21.6032, 12.1193, -0.8548], [20.7859, 11.0576, -1.8967], [22.7064, 9.8968, -2.8708], [23.8056, 10.9437, -1.8704], [22.8418, 13.0459, -3.0969], [21.9366, 11.9303, -4.0568], [24.1927, 12.4835, -5.1442], [24.3163, 10.9558, -4.6465], [25.0983, 12.3460, -3.6592], [20.1695, 9.5886, 2.2025], [19.2504, 9.6246, 0.7711], [20.3659, 12.1718, 0.7662], [20.3992, 11.8393, 2.4280], [17.7439, 12.1948, 1.0638], [18.5007, 12.9894, 2.3847], [16.6866, 11.5156, 3.2460], [18.2411, 11.3193, 4.1396], [17.8011, 10.2071, 2.7814], [7.4288, 14.6094, 13.9418], [8.2923, 13.5714, 13.1778], [9.4617, 13.3492, 13.3713], [7.5851, 12.6914, 12.1289], [6.6647, 12.3529, 12.3707], [7.4960, 13.2157, 11.2703], [8.4017, 11.3930, 11.8749], [6.6917, 15.2112, 13.4100], [8.0183, 15.3004, 14.5443], [6.8878, 14.0504, 14.7053], [9.3954, 11.6195, 11.4885], [7.8022, 10.8239, 11.1644], [8.6544, 10.8375, 12.7781], [6.7619, 6.9900, 3.3688], [7.7930, 7.0964, 2.2696], [7.5049, 6.7945, 1.0643], [9.1761, 7.6378, 2.6654], [9.4317, 7.3467, 3.5982], [9.8385, 7.2809, 1.9917], [9.2358, 9.1543, 2.6085], [6.5849, 7.9288, 3.8936], [6.9729, 6.1115, 3.9787], [5.7825, 6.8280, 2.9186], [10.2910, 9.3991, 2.7300], [8.6216, 9.5958, 3.3933], [8.9465, 9.5278, 1.6262], [14.6488, 0.8134, 2.8706], [13.6100, 0.5706, 1.8218], [13.4535, 1.2332, 0.8142], [12.6308, -0.6084, 2.1388], [13.1175, -1.4775, 1.9714], [12.4262, -0.5987, 3.1279], [11.3246, -0.6697, 1.2830], [15.5244, 0.1767, 2.7443], [14.1390, 0.6250, 3.8154], [15.0602, 1.8226, 2.8936], [10.6299, -1.4357, 1.6274], [11.6379, -0.8090, 0.2483], [10.7339, 0.2426, 1.2004], [22.3893, 11.6010, 12.0945], [21.3024, 11.0651, 11.1593], [20.8926, 11.6055, 10.1607], [20.6300, 9.7493, 11.5257], [21.0405, 8.9884, 11.0035], [20.9086, 9.4739, 12.4566], [19.1418, 10.0375, 11.5757], [22.6112, 10.9532, 12.9425], [22.1679, 12.6427, 12.3267], [23.2781, 11.7675, 11.4858], [18.7051, 9.2223, 12.1525], [18.6968, 10.1089, 10.5832], [19.0269, 10.9198, 12.2053], [12.1671, 5.7652, 8.0343], [11.1686, 5.8769, 9.3090], [10.8607, 5.2924, 7.1854], [11.7779, 7.2886, 7.4724], [13.1702, 5.5233, 6.8052], [13.2632, 6.5547, 8.8917], [12.4793, 4.2580, 8.5309]],
  "atomic_forces_ev_per_a": [[0.93, 0.80, -0.15], [-0.57, 1.39, -0.77], [-0.49, 0.42, 0.91], [-0.35, 1.29, 0.46], [-0.75, -1.25, -2.17], [1.25, -0.24, -0.02], [-0.20, -0.28, 2.16], [-1.97, 0.20, -0.53], [1.12, -1.54, -0.82], [1.06, -0.65, -1.45], [0.33, -0.47, 1.39], [-1.28, -0.26, -0.52], [-0.25, -1.22, 0.21], [-1.28, 0.73, 1.96], [-0.71, -0.31, 1.82], [2.80, -0.52, -0.85], [-0.04, -0.41, -1.50], [-0.02, -0.51, -0.16], [-0.31, -0.31, -0.27], [0.43, 0.00, 0.14], [0.13, -0.84, 0.22], [-0.46, 0.11, 0.53], [-0.65, -0.67, -0.33], [1.00, -0.17, -0.28], [0.09, -0.53, 0.26], [0.04, -0.58, 0.44], [-0.29, -0.16, -0.36], [-0.11, 0.15, 0.25], [0.06, 0.21, 0.20], [0.00, 0.22, -0.22], [0.09, 0.00, 0.10], [0.08, 0.39, -0.53], [0.90, 0.41, 0.27], [-0.37, -0.28, 0.23], [0.11, 0.64, -0.26], [0.05, 0.20, 0.08], [-0.21, -0.84, 0.02], [0.13, 0.48, -0.19], [0.09, 0.09, 0.08], [0.13, 0.40, 0.28], [0.48, 0.21, -0.17], [-0.06, 0.91, 0.21], [0.33, -0.19, -0.38], [0.09, 0.46, 0.37], [0.00, 0.47, -0.72], [-0.38, 0.29, 0.60], [0.34, 0.34, -0.32], [0.45, -0.25, -0.87], [-0.63, 0.64, 0.76], [-1.04, 0.31, 0.33], [-0.08, -0.21, -0.07], [0.08, 0.41, -0.15], [-0.17, 0.43, -0.15], [-0.07, -0.50, 0.28], [1.58, 0.25, 0.62], [-0.60, 0.23, -0.62], [-0.26, -1.56, -1.64], [1.31, 3.63, -0.68], [-0.69, -0.46, -1.24], [0.00, -0.64, 0.46], [-0.74, -1.55, -0.16], [1.31, -0.23, -0.25], [-1.23, -2.15, -0.29], [-0.68, 2.29, 1.46], [1.75, -0.38, 0.14], [-2.05, -0.29, -1.58], [-0.83, -1.01, -0.48], [-0.90, 1.54, 1.34], [0.75, 0.44, 1.78], [0.66, -0.14, -3.15], [-0.52, 0.00, -0.06], [-0.29, 0.68, -0.40], [0.76, 0.17, 0.10], [-0.80, -0.27, 0.28], [-0.40, -0.27, 0.13], [-0.03, 0.84, 0.39], [0.50, -0.55, 0.73], [0.32, 0.65, 0.29], [-0.41, -0.19, 0.08], [0.89, 0.22, 0.22], [0.30, 0.49, 0.37], [-0.47, -0.35, 0.14], [0.12, 0.02, 0.11], [0.10, 0.40, 0.34], [-0.01, -0.33, 0.16], [-0.50, 0.81, 0.07], [-0.25, 0.32, 0.03], [0.19, 0.25, -0.20], [0.75, -0.11, -0.13], [-0.36, -0.15, 0.05], [0.12, 0.07, 0.11], [0.17, -0.47, -0.11], [-0.41, -0.20, 0.91], [0.36, -0.17, -0.51], [-0.15, 0.71, 0.18], [0.78, -0.42, 0.73], [-0.22, -0.53, 0.28], [0.63, -0.43, -0.15], [-0.20, 0.07, -0.32], [-0.72, 0.28, -0.20], [0.52, -0.28, 0.05], [-0.20, -0.69, 0.09], [0.39, 0.41, -0.57], [0.14, -0.07, 0.14], [0.17, 0.17, -0.32], [-0.46, -0.52, 0.89], [0.24, -0.71, 0.03], [1.64, 1.46, 1.78], [-2.65, 0.20, -0.75], [1.64, -1.70, 0.49], [-0.59, 0.43, 0.52], [0.00, 0.28, -0.49], [0.28, 0.42, -0.52], [0.12, -0.39, -0.53], [0.56, -0.22, -0.45], [-0.27, -0.31, -0.05], [-0.39, 0.41, -0.38], [0.25, -0.11, 0.16], [-0.86, 0.29, 0.26], [-0.15, 0.21, -0.67], [-3.17, -1.51, -5.11], [2.86, 1.84, 6.04], [-1.31, 0.54, -1.04], [0.14, -0.38, 0.51], [0.37, -0.35, -0.28], [0.47, 0.22, -0.17], [0.70, -0.11, 0.55], [0.15, 0.32, 0.47], [0.28, -0.31, -0.43], [-0.15, 0.13, 0.30], [0.12, -0.23, -0.08], [-0.26, -0.39, 0.06], [-0.44, -0.38, 0.47], [0.32, 2.76, -2.79], [-0.27, -2.44, 2.61], [-1.39, 0.80, -1.20], [0.39, -0.51, -0.13], [-0.22, 0.08, 0.49], [0.38, 0.38, -0.67], [-0.21, -0.45, 0.08], [0.54, -0.10, 0.38], [-0.53, 0.08, -0.44], [0.64, -0.27, 0.17], [0.14, -0.51, 0.21], [0.64, 0.43, 0.87], [-0.45, -0.33, -0.99], [0.61, 2.17, -1.64], [0.70, -1.33, 1.93], [0.07, 1.00, 0.95], [-0.61, -0.40, -1.19], [0.10, 0.22, 0.75], [-0.22, -1.22, 0.44], [-0.05, 0.33, 0.02], [-0.49, -0.17, 0.52], [0.21, -0.53, -0.14], [-0.16, -0.10, -0.33], [0.32, 0.18, 0.24], [0.04, 0.16, -0.46], [-1.72, 1.00, 0.62], [-0.18, 0.61, 0.13], [0.29, -0.84, -0.71], [-0.11, -0.22, -0.19], [-0.01, 0.24, -0.27], [1.10, -1.03, 0.26], [0.49, 0.38, -0.16]]
}